{"formula": "C59H40BFO8S", "method": "wB97M-V/def2-TZVPD", "symbols": ["F", "B", "C", "C", "C", "S", "H", "H", "H", "H", "H", "H", "H", "H", "C", "C", "C", "C", "C", "C", "C", "O", "C", "C", "C", "C", "C", "C", "C", "O", "H", "H", "H", "H", "H", "H", "H", "H", "C", "C", "C", "C", "C", "C", "C", "O", "C", "C", "C", "C", "C", "C", "C", "O", "H", "H", "H", "H", "H", "H", "H", "H", "C", "C", "C", "C", "C", "C", "C", "O", "C", "C", "C", "C", "C", "C", "C", "O", "H", "H", "H", "H", "H", "H", "H", "H", "C", "C", "C", "C", "C", "C", "C", "O", "C", "C", "C", "C", "C", "C", "C", "O", "H", "H", "H", "H", "H", "H", "H", "H"], "positions_angstrom": [[-0.485, 9.171, -1.698], [-1.248, 8.050, -2.030], [-1.174, 6.755, -1.064], [-0.155, 5.726, -1.751], [1.133, 5.658, -0.813], [2.421, 6.824, -1.436], [-1.938, 8.128, -2.986], [-0.785, 7.137, -0.078], [-2.177, 6.308, -0.866], [0.143, 6.160, -2.742], [-0.619, 4.716, -1.897], [0.875, 5.831, 0.256], [1.595, 4.635, -0.871], [1.900, 8.086, -1.607], [-0.127, 2.035, 4.735], [0.069, 0.777, 5.300], [0.926, -0.131, 4.693], [1.580, 0.210, 3.512], [1.364, 1.461, 2.933], [0.518, 2.377, 3.554], [2.015, 1.820, 1.650], [1.831, 2.914, 1.146], [2.887, 0.821, 0.987], [3.461, 1.121, -0.247], [4.290, 0.198, -0.869], [4.556, -1.025, -0.259], [3.983, -1.330, 0.968], [3.139, -0.412, 1.589], [2.504, -0.763, 2.882], [2.733, -1.833, 3.415], [-0.789, 2.747, 5.214], [-0.445, 0.506, 6.215], [1.079, -1.106, 5.139], [0.358, 3.355, 3.116], [3.260, 2.072, -0.724], [4.731, 0.431, -1.831], [5.209, -1.742, -0.743], [4.189, -2.284, 1.437], [-3.882, -3.873, 10.992], [-3.096, -2.728, 10.885], [-2.232, -2.575, 9.810], [-2.142, -3.573, 8.842], [-2.912, -4.730, 8.961], [-3.791, -4.872, 10.033], [-2.792, -5.823, 7.964], [-3.466, -6.830, 8.066], [-1.829, -5.668, 6.848], [-1.661, -6.707, 5.934], [-0.770, -6.565, 4.878], [-0.051, -5.383, 4.725], [-0.212, -4.347, 5.634], [-1.094, -4.490, 6.704], [-1.230, -3.392, 7.688], [-0.597, -2.360, 7.551], [-4.563, -3.987, 11.827], [-3.159, -1.955, 11.641], [-1.626, -1.681, 9.728], [-4.400, -5.763, 10.122], [-2.220, -7.627, 6.048], [-0.636, -7.375, 4.171], [0.639, -5.271, 3.896], [0.354, -3.432, 5.513], [2.161, 8.733, -5.988], [1.369, 7.989, -5.116], [0.121, 7.540, -5.523], [-0.347, 7.843, -6.799], [0.436, 8.609, -7.664], [1.696, 9.044, -7.258], [-0.069, 8.981, -9.007], [0.614, 9.646, -9.764], [-1.425, 8.536, -9.410], [-1.937, 8.925, -10.646], [-3.200, 8.503, -11.037], [-3.954, 7.683, -10.201], [-3.450, 7.298, -8.966], [-2.188, 7.731, -8.563], [-1.675, 7.342, -7.228], [-2.334, 6.629, -6.494], [3.139, 9.076, -5.672], [1.729, 7.757, -4.119], [-0.491, 6.956, -4.846], [2.313, 9.627, -7.931], [-1.354, 9.560, -11.302], [-3.599, 8.810, -11.997], [-4.937, 7.349, -10.511], [-4.041, 6.665, -8.316], [1.664, -11.467, -0.275], [1.667, -11.548, -1.665], [1.372, -10.427, -2.428], [1.062, -9.221, -1.803], [1.035, -9.146, -0.410], [1.348, -10.270, 0.352], [0.659, -7.884, 0.270], [0.640, -7.816, 1.485], [0.299, -6.707, -0.557], [-0.112, -5.530, 0.066], [-0.439, -4.418, -0.698], [-0.348, -4.474, -2.087], [0.055, -5.646, -2.711], [0.370, -6.768, -1.949], [0.766, -8.025, -2.628], [0.842, -8.076, -3.841], [1.903, -12.341, 0.319], [1.901, -12.486, -2.154], [1.380, -10.492, -3.509], [1.342, -10.213, 1.434], [-0.181, -5.480, 1.146], [-0.762, -3.505, -0.212], [-0.597, -3.603, -2.682], [0.120, -5.686, -3.792]], "mulliken_charge": [-0.330, 0.440, -0.682, 0.135, -0.141, -0.277, -0.058, 0.301, 0.251, -0.246, 0.368, 0.333, -0.128, 0.117, -0.554, -0.531, -0.803, 0.337, 0.452, -0.571, 0.446, -0.692, 0.239, -0.344, -0.619, -0.514, -0.663, 0.207, 0.527, -0.697, 0.404, 0.515, 0.550, 0.509, 0.452, 0.430, 0.408, 0.499, -0.449, -0.511, -0.474, 0.140, 0.151, -0.579, 0.564, -0.669, 0.507, -0.787, -0.379, -0.785, -0.618, 0.155, 0.473, -0.693, 0.399, 0.396, 0.468, 0.466, 0.466, 0.505, 0.579, 0.678, -0.642, 0.122, -0.512, 0.126, 0.049, -0.600, 0.614, -0.666, 0.155, -0.547, -0.461, -0.483, -0.505, 0.136, 0.475, -0.674, 0.412, 0.097, 0.637, 0.472, 0.464, 0.396, 0.397, 0.461, -0.504, -0.451, -0.564, 0.197, 0.181, -0.471, 0.440, -0.677, 0.129, -0.427, -0.637, -0.447, -0.694, 0.353, 0.560, -0.670, 0.402, 0.398, 0.463, 0.476, 0.606, 0.456, 0.406, 0.476], "e_tot_ev": -92444.174, "smiles": "O=C1c2ccccc2C(=O)c2ccccc21.O=C1c2ccccc2C(=O)c2ccccc21.O=C1c2ccccc2C(=O)c2ccccc21.O=C1c2ccccc2C(=O)c2ccccc21.FBCCCS", "gap_ha": 0.29078}